Entry 1:
This record from OMol25 describes C26H54AsF6O21 as an isolated structure in a non-equilibrium geometry. The level of theory is ωB97M-V/def2-TZVPD.

Positions of all 108 atoms, in Å:
As (0.79769, 0.60296, -0.05831)
F (0.64971, -0.06732, 1.54458)
F (-0.89786, 0.19034, -0.33506)
F (1.01325, 1.27986, -1.67438)
F (2.47637, 1.02176, 0.21386)
F (1.38312, -0.94144, -0.75328)
F (0.28394, 2.23557, 0.52544)
C (-2.17341, -3.18207, -1.76718)
O (-2.44164, -2.48952, -2.96274)
H (-1.36718, -3.91333, -1.89596)
H (-2.10686, -2.52007, -0.90455)
H (-2.94915, -3.90622, -1.50071)
H (-1.89876, -1.69766, -3.09780)
C (2.98329, -1.76562, 3.41245)
O (1.56687, -1.81539, 3.36233)
H (3.37760, -1.86744, 2.39589)
H (3.38243, -0.81097, 3.77154)
H (3.39502, -2.54353, 4.05240)
H (1.32300, -1.11716, 2.73654)
C (2.20407, 1.91309, 3.51481)
O (3.24178, 2.41230, 4.33372)
H (1.83541, 1.01984, 4.01845)
H (1.37658, 2.60658, 3.34412)
H (2.67393, 1.62422, 2.57224)
H (3.90688, 2.92392, 3.87401)
C (5.92233, -0.38047, -0.33583)
O (5.24120, 0.04695, 0.81558)
H (5.28652, -1.05666, -0.92125)
H (6.23939, 0.41297, -1.02065)
H (6.82931, -0.96198, -0.15950)
H (4.59609, 0.67168, 0.46577)
C (-1.75194, 1.19301, -3.51836)
O (-1.04679, -0.02173, -3.39005)
H (-1.84100, 1.65791, -2.53182)
H (-1.24563, 2.00060, -4.06699)
H (-2.69792, 1.16873, -4.05727)
H (-0.49556, 0.08086, -2.60474)
C (2.43577, 1.64313, -4.65329)
O (3.32462, 1.12471, -3.64934)
H (3.02322, 1.97304, -5.50713)
H (1.70206, 0.89192, -4.95080)
H (1.89350, 2.50913, -4.26685)
H (2.71316, 0.77659, -2.99086)
C (2.54555, 4.95632, 0.65700)
C (3.40931, 4.82596, -0.57427)
C (2.98521, 3.77967, -1.61615)
O (2.76784, 4.52664, -2.79673)
C (3.09596, 5.81943, -2.59899)
O (2.98960, 6.66762, -3.43600)
O (3.38633, 6.03629, -1.31338)
H (2.88033, 5.78308, 1.28619)
H (2.59106, 4.06599, 1.28649)
H (1.49674, 5.13565, 0.41152)
H (4.38737, 4.60030, -0.14197)
H (2.17933, 3.09191, -1.37797)
H (3.85961, 3.13501, -1.73958)
C (-2.01664, -1.56849, 3.76912)
C (-2.04513, -2.03796, 2.30977)
C (-0.91466, -3.00365, 1.83121)
O (-1.68434, -3.95500, 1.12249)
C (-3.01821, -3.83816, 1.39093)
O (-3.83311, -4.49264, 0.81230)
O (-3.21662, -2.78373, 2.20136)
H (-1.87114, -2.40165, 4.45722)
H (-2.83802, -0.91522, 4.05327)
H (-1.08816, -1.00982, 3.93470)
H (-2.11180, -1.23909, 1.56595)
H (-0.33953, -3.35893, 2.68413)
H (-0.29606, -2.36824, 1.20413)
C (-2.64321, 2.20769, 2.48594)
C (-2.82663, 3.47494, 1.65259)
C (-2.42562, 3.34755, 0.18258)
O (-3.65994, 3.60789, -0.52965)
C (-4.67315, 3.76987, 0.36135)
O (-5.80370, 3.98916, 0.06285)
O (-4.23268, 3.61898, 1.61933)
H (-3.12947, 2.20804, 3.45860)
H (-1.57568, 2.01522, 2.62354)
H (-3.04756, 1.37996, 1.89758)
H (-2.19423, 4.23795, 2.11254)
H (-1.99621, 2.41991, -0.17214)
H (-1.71864, 4.14064, -0.05942)
C (3.32628, -4.32377, -0.96580)
C (2.25819, -5.34512, -0.72774)
C (2.68852, -6.79344, -0.46436)
O (2.47445, -6.93114, 0.92788)
C (1.62944, -5.96703, 1.38876)
O (1.18251, -5.91131, 2.49017)
O (1.60740, -4.95975, 0.49414)
H (3.96856, -4.25020, -0.08591)
H (2.91628, -3.32598, -1.13061)
H (3.89084, -4.52371, -1.87928)
H (1.52590, -5.22946, -1.52910)
H (3.74248, -6.92588, -0.70539)
H (2.10279, -7.48688, -1.06748)
C (-4.50417, -0.71216, 0.11966)
C (-5.49973, 0.29173, -0.49889)
C (-5.16632, 0.73025, -1.91351)
O (-6.23703, 0.18497, -2.69843)
C (-7.10781, -0.47262, -1.92699)
O (-8.09288, -1.03184, -2.31401)
O (-6.75079, -0.35133, -0.63689)
H (-4.53385, -0.73429, 1.20997)
H (-3.49608, -0.32022, -0.05611)
H (-4.58103, -1.72917, -0.25947)
H (-5.63658, 1.19481, 0.09712)
H (-4.22908, 0.32627, -2.30018)
H (-5.01676, 1.80504, -2.02505)

Calculated values
- Orbital gap: 9.6 eV
- Molar mass: 891.61 g mol⁻¹
- E_HOMO: -7.750 eV
- LUMO energy: 1.8 eV
- Energy relative to the best compared isomer or geometry (same formula, charge and spin): 0.0 kcal per mole
- Total charge: -1


Entry 2:
This record from OMol25 describes C26H54BrINbO8 as an isolated structure in a non-equilibrium geometry. The level of theory is ωB97M-V/def2-TZVPD.

Positions of all 91 atoms, in Å:
C (6.55364, -1.06386, 3.03768)
C (7.29587, -1.79040, 1.82591)
C (6.35142, -2.78073, 0.99578)
O (6.08106, -2.64780, -0.20350)
O (5.81789, -3.89128, 1.69131)
C (4.51404, -3.51830, 2.29203)
C (3.34386, -4.52172, 1.79975)
Nb (1.35057, -3.54616, 2.41459)
Br (0.63866, -5.93238, 3.41014)
C (-0.54672, -2.62466, 3.25537)
C (-1.14508, -1.42294, 2.37529)
C (-2.22222, -1.91645, 1.28567)
I (-4.13451, -2.48035, 2.24312)
H (7.13484, -0.10250, 3.25286)
H (6.52908, -1.75776, 3.94722)
H (5.45816, -0.81892, 2.82081)
H (7.68172, -1.01584, 1.08173)
H (8.17784, -2.39415, 2.22077)
H (4.64148, -3.66664, 3.42014)
H (4.21577, -2.45223, 2.04218)
H (3.46126, -5.45375, 2.43529)
H (3.42962, -4.70482, 0.68133)
H (2.14049, -3.20743, 4.04795)
H (1.95156, -1.96719, 1.77387)
H (0.56014, -3.98339, 0.80469)
H (-1.33956, -3.42878, 3.45145)
H (-0.30876, -2.18917, 4.29338)
H (-1.74590, -0.76875, 3.10443)
H (-0.36798, -0.74166, 1.91606)
H (-2.47782, -1.04411, 0.60422)
H (-1.89405, -2.84884, 0.72937)
C (3.18016, 1.57007, 1.50692)
C (1.71985, 1.79854, 1.21641)
O (0.85367, 1.24693, 1.86430)
C (1.36994, 2.73597, 0.09241)
H (3.27804, 0.87220, 2.34096)
H (3.67047, 1.13986, 0.63104)
H (3.65677, 2.51389, 1.78134)
H (1.77779, 2.35808, -0.84759)
H (1.76432, 3.73316, 0.30256)
H (0.28352, 2.80004, 0.00233)
C (-3.10032, 1.40279, -1.38735)
C (-2.66732, 2.83994, -1.29070)
O (-1.50439, 3.13833, -1.08156)
C (-3.72640, 3.89467, -1.46233)
H (-2.23375, 0.75367, -1.24389)
H (-3.83603, 1.18249, -0.61022)
H (-3.52449, 1.20935, -2.37428)
H (-4.48910, 3.78482, -0.68837)
H (-4.17671, 3.80985, -2.45335)
H (-3.27130, 4.88306, -1.36768)
C (-4.21801, 3.92272, -6.30659)
C (-3.77259, 2.81163, -5.39300)
O (-4.27036, 2.65968, -4.29462)
C (-2.68692, 1.89646, -5.89265)
H (-5.00365, 4.50084, -5.81682)
H (-3.37781, 4.58590, -6.52223)
H (-4.61655, 3.50473, -7.23324)
H (-1.77892, 2.46985, -6.08988)
H (-3.01760, 1.38855, -6.80098)
H (-2.46799, 1.14542, -5.13162)
C (5.44000, -2.92893, -3.25672)
C (5.47709, -3.24696, -4.72698)
O (4.52287, -3.02710, -5.44851)
C (6.74566, -3.84994, -5.27261)
H (4.46901, -2.50143, -3.00244)
H (5.58309, -3.84124, -2.67494)
H (6.21685, -2.20144, -3.01420)
H (6.94588, -4.80335, -4.77967)
H (7.58009, -3.16271, -5.11853)
H (6.63074, -4.02678, -6.34384)
C (-7.54653, -1.36999, -0.16064)
C (-7.09876, 0.06445, -0.06554)
O (-5.94137, 0.34874, 0.15918)
C (-8.14363, 1.13219, -0.26018)
H (-6.69002, -2.02727, 0.00062)
H (-8.29620, -1.57711, 0.60604)
H (-7.95740, -1.56620, -1.15347)
H (-8.91978, 1.03631, 0.50199)
H (-8.58087, 1.04718, -1.25731)
H (-7.67847, 2.11498, -0.16444)
C (-1.32762, 3.10080, 3.13315)
C (-2.35510, 3.88840, 3.90052)
O (-3.50847, 3.96365, 3.52294)
C (-1.89837, 4.58189, 5.15794)
H (-1.79419, 2.65611, 2.25290)
H (-0.52201, 3.76137, 2.80573)
H (-0.92878, 2.30019, 3.75900)
H (-1.11746, 5.30708, 4.91977)
H (-1.52508, 3.84634, 5.87335)
H (-2.74187, 5.11018, 5.60668)

Calculated values
- Orbital gap: 6.7 eV
- Molar mass: 794.42 g mol⁻¹
- E_HOMO: -4.759 eV
- LUMO energy: 1.9 eV
- Total charge: -1